Molecular formula: C4H10O
Method: DFT, ωB97M-V with the def2-TZVPD basis set

Results
HOMO ... -7.4 eV
Frontier orbital gap ... 8.048 eV
Energy relative to the best compared isomer or geometry (same formula, charge and spin) ... 423.1 kJ/mol
Molecular weight ... 74.123 g mol⁻¹
LUMO level ... 0.6 eV

```
! wB97M-V def2-TZVPD RIJCOSX def2/J DEFGRID3
* xyz 0 1
C -1.84 0.69 -0.79
C -0.33 0.74 -1.09
C 0.52 -0.47 -0.79
C 1.79 -0.59 1.47
O 0.43 -0.49 1.04
H -2.02 0.62 0.28
H -2.29 -0.18 -1.27
H -2.36 1.59 -1.16
H -0.18 0.85 -2.17
H 0.11 1.64 -0.65
H -0.15 -1.35 -0.88
H 2.31 -1.33 0.87
H 2.24 0.39 1.28
H 1.82 -0.82 2.54
H -0.05 -1.29 1.31
*
```